A molecular structure, C20H21ClF3N4O3PdS at a distorted geometry. Source: OMol25; level of theory: ωB97M-V/def2-TZVPD.

Each line ends with the Löwdin charge.
Geometry (Å):
O -4.709 1.101 -1.599  -0.041
C 4.004 3.157 0.866  -0.318
H -5.753 0.827 -4.073  0.082
H 5.419 3.561 2.465  0.058
C 1.895 -2.511 2.122  -0.045
C -4.345 2.302 -2.128  -0.241
H -4.615 -0.222 -0.094  0.129
H -3.608 -4.027 -0.398  0.089
C -2.762 0.886 -0.136  -0.689
H 2.817 -1.940 2.049  0.056
C -2.683 -3.615 -0.032  -0.068
H 4.658 5.002 1.775  0.061
H -3.399 5.474 -1.417  0.104
H -4.680 1.360 -5.384  0.074
C -3.698 4.618 -2.002  -0.100
H 3.734 3.937 2.840  0.068
N 1.043 -0.522 0.984  -0.077
F 0.380 -0.687 -2.543  0.024
H -4.195 3.684 -5.216  0.106
F 2.163 0.002 -1.549  0.043
H -2.267 -5.217 1.359  0.098
N 3.609 1.834 1.263  -0.034
H 1.594 -2.562 3.169  0.082
F 0.820 1.423 -2.437  0.030
C -2.197 -2.422 -0.526  -0.147
Cl -3.501 6.223 -4.162  0.630
C -3.972 3.413 -1.379  -0.001
N -1.079 -1.860 -0.113  0.075
C -0.311 -2.475 0.855  -0.197
H -4.785 1.458 0.455  0.128
C 0.850 -1.814 1.296  -0.254
H -0.138 -4.230 2.104  0.097
C -4.412 2.395 -3.528  -0.195
H -2.735 -1.894 -1.307  0.115
O -2.111 1.150 -1.171  -0.047
H 3.117 3.636 0.447  0.031
H 2.070 -3.517 1.750  0.071
C 4.493 3.968 2.063  -0.102
C 2.351 1.335 1.074  -0.801
H 4.783 3.118 0.094  0.110
H -3.858 3.342 -0.308  0.118
C -3.801 4.708 -3.376  -0.684
C -4.748 1.169 -4.317  -0.032
C 0.843 0.284 -1.699  -0.675
S 1.065 2.457 0.709  0.580
C -4.141 3.604 -4.140  -0.074
H -4.059 0.370 -4.049  0.087
O -2.256 0.673 0.981  -0.057
C -4.299 0.808 -0.284  -0.093
C -1.918 -4.280 0.944  -0.085
C -0.744 -3.730 1.367  -0.027
N 2.217 0.053 1.228  -0.035
Pd -0.337 0.406 -0.183  0.847
H 4.324 1.132 1.385  0.127

Calculated values
Spin multiplicity = 1
Charge = -1
E_HOMO (alpha / beta) = -3.00 / -3.00 eV
E = -2505.39155 Eh
Energy relative to the best compared isomer or geometry (same formula, charge and spin) = 155.68 kJ/mol


A molecular structure, C20H21ClN2O2W at a distorted geometry. Source: OMol25; level of theory: ωB97M-V/def2-TZVPD.

Each line ends with the Löwdin charge.
Geometry (Å):
H -2.325 0.601 -1.103  0.058
H 0.807 -1.015 -5.011  0.119
C 2.490 -0.986 3.534  0.013
C 2.997 0.014 1.260  -0.566
H 2.097 2.536 5.133  0.131
C 2.590 0.153 2.719  -0.113
C 1.084 2.842 -3.923  0.022
H 2.075 -1.760 5.519  0.130
C 0.490 2.667 -1.588  -0.054
W -0.129 -0.009 -0.034  1.742
C 0.849 3.450 -2.683  0.007
H 0.435 -1.079 2.366  -0.001
H -0.732 1.055 2.344  0.045
H -2.549 0.496 0.679  0.060
C 0.953 1.469 -4.039  0.037
H 0.050 -2.344 1.161  0.013
H 0.763 1.823 1.717  0.007
H 2.615 -1.973 3.084  0.148
H -0.840 2.270 1.016  0.027
N 0.191 -1.344 -1.733  -0.063
O 4.224 -0.064 1.022  0.213
H 0.944 4.515 -2.549  0.125
C 0.479 -2.914 -4.013  0.024
C -2.096 0.033 -0.199  -0.263
H 0.304 3.089 -0.579  0.120
C 2.030 0.402 5.486  -0.653
C -0.237 1.450 1.440  -0.288
H -1.279 -1.375 1.893  0.052
C 0.586 0.705 -2.930  -0.171
H 0.596 -3.514 -4.907  0.137
C 2.510 1.416 3.321  0.009
C -0.234 -1.353 1.541  -0.266
H 2.649 2.310 2.709  0.141
C 0.451 -0.753 -2.948  -0.169
Cl 1.651 0.550 7.102  0.896
O 2.146 -0.023 0.344  -0.101
N 0.370 1.311 -1.714  -0.060
H 1.369 3.426 -4.789  0.136
C 0.602 -1.538 -4.092  0.037
H -0.162 -3.114 -0.638  0.117
C 2.200 1.545 4.688  -0.027
C 0.054 -2.700 -1.644  -0.058
H 0.100 -4.573 -2.665  0.127
H 1.132 0.935 -4.957  0.119
C 2.188 -0.867 4.905  -0.028
H -2.431 -1.001 -0.311  0.059
C 0.204 -3.504 -2.771  0.008

Calculated values
⟨S²⟩ = 2.027
Spin multiplicity = 3
Charge = +2
E_HOMO (alpha / beta) = -15.21 / -15.04 eV
E = -1561.28582 Eh


2 unconnected molecules or ions with the total composition C20H21ClN4O2S at a distorted geometry. Source: OMol25; level of theory: ωB97M-V/def2-TZVPD.

Each line ends with the Löwdin charge.
Geometry (Å):
C 2.303 2.835 -0.574  -0.045
H -1.335 -4.830 1.666  -0.015
H -1.333 4.135 -1.490  0.187
H -3.309 -5.334 0.250  0.069
H 4.377 2.609 0.732  0.166
O -2.810 -1.694 -0.631  0.139
H -2.766 -4.322 -0.946  0.118
H 0.095 3.855 -0.259  0.131
C 4.033 0.838 -0.869  -0.799
C 0.947 -1.820 -0.615  -0.237
H 2.112 3.683 -0.002  0.073
C 0.623 0.116 0.851  -0.085
H 2.242 0.088 2.148  0.139
C 1.751 -0.468 1.307  -0.135
C -0.573 3.267 -0.981  -0.162
Cl 5.436 0.382 -0.373  0.802
N -1.271 1.637 0.792  -0.023
H 1.400 0.574 -2.976  0.205
H -0.764 -0.450 -0.556  0.063
C 1.495 2.107 -1.484  -0.306
H -0.847 -5.233 0.241  0.038
O -3.550 -3.268 0.620  0.035
C -1.315 -4.516 0.780  0.030
H 0.506 2.145 1.404  0.104
C 3.568 2.227 -0.252  -0.062
H 0.392 -2.558 -1.793  0.225
H -4.686 -1.740 1.817  0.090
C -1.606 2.456 -0.453  -0.260
S -2.683 -0.458 2.074  0.963
N -3.543 1.564 -0.091  0.084
H 3.380 -1.520 1.279  -0.023
C -0.207 1.386 1.411  -0.196
C 2.573 -1.431 0.969  0.024
C -2.830 -4.460 0.135  -0.057
H -4.757 -0.433 0.609  0.114
N -2.816 2.277 -0.657  -0.085
H -0.915 -3.480 0.587  0.087
C 2.029 1.063 -1.955  -0.191
C -4.124 -1.233 1.050  -0.274
H -0.289 1.114 2.506  0.153
C 2.019 -2.150 -0.291  -0.112
H -0.218 2.313 -2.553  -0.003
N 0.289 2.711 -1.994  0.092
H 3.722 -0.444 -2.398  0.113
C -2.432 0.873 0.743  -0.338
C -3.392 -2.066 0.292  -0.872
C 0.139 -0.796 -0.203  -0.018
C 3.160 0.442 -2.096  -0.050
H 2.463 -3.062 -0.563  0.104

Calculated values
Spin multiplicity = 1
E_HOMO = -7.66 eV
E = -2001.90340 Eh
Energy relative to the best compared isomer or geometry (same formula, charge and spin) = 1926.46 kJ/mol


C20H21N3O3S in the gas phase at a distorted geometry. Source: OMol25; level of theory: ωB97M-V/def2-TZVPD.

Each line ends with the Löwdin charge.
Geometry (Å):
C 2.025 3.279 1.328  -0.015
C -0.236 2.631 -2.448  -0.236
C -2.856 -6.863 -0.169  -0.838
H 2.352 3.213 -3.170  0.123
C 2.274 3.505 -1.039  -0.182
O 4.433 0.808 2.574  0.076
C -2.235 1.812 -1.291  -0.017
N -3.111 -5.488 0.185  -0.054
S -3.643 -8.078 0.684  0.532
C 0.181 1.303 -2.542  -0.026
H -3.222 2.051 -0.921  0.112
C -2.344 -0.624 -0.675  -0.028
H 4.581 1.447 0.168  0.127
H -4.241 -2.256 1.318  0.070
N -2.693 -4.421 -0.558  0.052
H 4.576 1.964 5.188  0.110
H 2.130 4.876 -2.782  0.093
C -1.521 2.862 -1.858  0.001
H -2.649 -8.354 -1.491  0.081
H -3.797 -5.335 0.939  0.110
H -0.237 -0.751 -2.348  0.114
H -1.905 -2.346 -1.986  0.095
O 2.974 2.126 3.868  -0.048
H -1.845 3.900 -1.823  0.118
C -2.272 -2.012 -1.019  -0.006
C -2.854 -3.119 -0.183  -0.291
C 3.516 1.663 5.049  -0.101
C -3.307 -2.748 1.206  -0.051
C 1.867 3.942 -2.491  -0.064
C 3.818 2.201 0.274  0.003
C -1.738 0.481 -1.359  -0.228
C -0.604 0.252 -2.163  -0.034
H 1.299 3.221 2.190  0.144
C 3.555 1.700 2.671  -0.342
H 1.167 1.021 -3.010  0.136
H -2.086 -6.706 -1.996  0.086
H -2.820 -0.375 0.175  0.060
O 0.448 3.818 -2.741  -0.071
H 3.455 0.599 5.228  0.090
H 0.838 4.512 0.128  0.129
H 3.784 2.410 -1.796  0.116
H -2.459 -2.160 1.543  0.080
C 1.629 3.767 0.144  -0.047
C 3.345 2.755 -0.879  -0.073
C 3.170 2.465 1.458  -0.118
H 2.939 2.115 5.845  0.089
H -3.326 -3.677 1.884  0.094
N -2.356 -7.385 -1.309  0.028

Calculated values
Spin multiplicity = 1
E_HOMO = -7.68 eV
E = -1562.75221 Eh
Energy relative to the best compared isomer or geometry (same formula, charge and spin) = 648.07 kJ/mol


Q: Which molecular weight values were calculated for the entries above? A: 596.35 540.69 416.93 383.47, in g/mol.